(1)
Below is a 19-piece molecular cluster, H39O19 overall, with properties calculated with ωB97M-V/def2-TZVPD.

```
58
Properties=species:S:1:pos:R:3:mulliken_charge:R:1
O -0.898 -2.932 -2.022 -0.5753
H -2.111 -0.598 -2.979 0.2452
H -0.918 -3.794 -1.685 0.2708
O -0.739 2.247 -0.746 -0.5033
H -0.892 1.369 -0.887 0.2032
H 2.761 1.907 1.415 0.4966
O 0.691 -1.443 -3.569 -0.7259
H 2.264 -0.721 -2.804 0.3113
H -1.854 0.831 -3.489 0.2655
O 3.542 1.033 1.537 -0.7218
H -3.385 2.164 -0.573 0.3791
H 1.015 -0.664 -4.062 0.3814
O -0.417 1.901 2.283 -0.6072
H -0.904 2.666 2.615 0.2869
H -0.246 1.904 -2.943 0.2049
O 0.576 1.398 -2.976 -0.6056
H 2.011 2.941 -0.172 0.4265
H 0.464 -1.992 3.746 0.2855
O -3.916 2.743 -0.999 -0.6530
H -2.252 -0.261 -0.341 0.1890
H -1.091 2.817 -1.500 0.3240
O -1.629 0.244 -2.732 -0.5850
H -0.766 1.715 1.286 0.2708
O -3.786 -0.290 2.094 -0.6461
H -3.421 -0.071 2.935 0.2779
H -3.415 -0.961 1.567 0.2736
O 3.758 -1.608 1.253 -0.6579
H 3.150 0.668 0.536 0.5656
H -2.144 -2.295 1.764 0.3163
O -1.779 -0.888 0.282 -0.2145
H 1.108 -2.086 -4.154 0.2674
H 3.890 -1.156 2.064 0.3145
O 3.048 -0.138 -2.868 -0.5950
H 3.369 -0.117 -3.707 0.2713
H 3.529 -0.953 0.557 0.2809
O 2.248 0.761 -0.755 -0.2633
H 0.324 0.511 -2.664 0.3676
H 1.778 -2.167 0.452 0.3048
O 2.157 2.954 0.861 -0.7064
H 1.192 2.645 0.981 0.4218
H -3.271 -3.246 0.994 0.3088
O 1.892 0.701 3.466 -0.5198
H 2.232 0.740 4.362 0.2998
H -3.645 3.652 -0.651 0.3254
O 1.042 -1.858 -0.006 -0.5662
H 1.112 1.150 3.632 0.2094
H 0.791 -2.485 -0.755 0.2534
O 1.261 -1.964 4.095 -0.6009
H -0.246 -2.792 -2.806 0.3498
H 1.879 -1.996 3.315 0.3185
O -2.411 -3.169 1.417 -0.6410
H 2.509 0.832 -1.685 0.3138
H 3.018 0.457 2.326 0.5196
O -4.410 0.313 -0.096 -0.6691
H -5.083 1.088 -0.375 0.3090
H -5.123 -0.220 0.332 0.2717
H 1.773 -0.079 -0.598 0.1632
H -1.231 -1.448 -0.206 0.2124
```

Computed properties:
**LUMO level**: -2.97 eV
**Highest occupied orbital energy**: -12.8 eV
**2S+1**: 1
**Largest force on an atom**: 7.189 eV Å⁻¹
**Energy relative to the best compared isomer or geometry (same formula, charge and spin)**: 116.7 kcal per mole
**DFT total energy**: -1452.552256 a.u.
**Charge**: +1
**Frontier orbital gap**: 9.8 eV

(2)
Below is H3IN2O2S as an isolated structure, with properties calculated with ωB97M-V/def2-TZVPD.

```
9
Properties=species:S:1:pos:R:3:mulliken_charge:R:1
N -0.579 0.595 0.618 -0.5456
N 0.693 -1.359 -1.022 -0.7194
O 2.743 -0.211 -2.363 -0.5140
O 1.468 1.285 -0.957 -0.6074
S 1.439 0.326 -2.094 0.7587
I 0.927 -0.638 0.685 0.6850
H -1.185 0.540 1.354 0.2674
H -0.189 1.405 0.273 0.3486
H 1.514 -2.019 -1.208 0.3266
```

Computed properties:
**LUMO level**: -0.60 eV
**Highest occupied orbital energy**: -9.0 eV
**2S+1**: 1
**Largest force on an atom**: 3.892 eV Å⁻¹
**Energy relative to the best compared isomer or geometry (same formula, charge and spin)**: 69.0 kcal per mole
**DFT total energy**: -957.514372 a.u.
**Charge**: 0
**Frontier orbital gap**: 8.4 eV